{"formula": "C3H3Br2F3O", "method": "the ωB97M-V functional and the def2-TZVPD basis", "species": ["C", "C", "C", "O", "F", "F", "F", "Br", "Br", "H", "H", "H"], "xyz": [[-1.4678, 0.0897, -0.3172], [0.3778, -0.3410, 0.7135], [1.4434, 0.7051, 0.4291], [-1.3334, -0.5252, -1.5628], [-0.0992, -0.3797, 1.9432], [0.9651, 1.8560, 0.8917], [2.6227, 0.4345, 1.0528], [0.7468, -2.1012, -0.1065], [1.8918, 0.8742, -1.3894], [-1.4133, 1.2000, -0.4579], [-2.1244, -0.4045, 0.2261], [-1.6094, -1.4080, -1.4225]], "lowdin_charge": [-0.050, -0.702, -1.029, -0.119, 0.020, 0.057, 0.009, 0.741, 0.870, 0.121, 0.044, 0.037], "total_energy_ha": -5638.8798, "homo_energy_ev": -9.3, "e_above_lowest_kcal_mol": 6.9, "charge": 0, "orbital_gap_ev": 9.8, "e_lumo_ha": 0.017}

{"formula": "C32H57N9O4P2RbS2", "method": "the ωB97M-V functional and the def2-TZVPD basis", "species": ["Rb", "C", "C", "C", "C", "C", "C", "C", "S", "O", "O", "N", "C", "C", "O", "O", "H", "H", "H", "H", "H", "H", "H", "H", "H", "N", "C", "C", "N", "H", "H", "H", "H", "H", "H", "H", "H", "C", "P", "C", "C", "C", "C", "C", "C", "C", "P", "C", "C", "H", "H", "H", "H", "H", "H", "H", "H", "H", "H", "H", "H", "H", "H", "H", "H", "C", "N", "C", "C", "S", "N", "C", "C", "H", "H", "H", "H", "H", "H", "H", "H", "H", "H", "H", "H", "C", "N", "C", "N", "C", "N", "C", "N", "C", "C", "H", "H", "H", "H", "H", "H", "H", "H", "H", "H", "H", "H"], "xyz": [[-0.7966, 0.1499, 1.0889], [-5.5910, 5.3116, -4.3656], [-5.1777, 4.5284, -3.1490], [-5.8606, 3.3691, -2.7870], [-5.4859, 2.6369, -1.6738], [-4.4082, 3.0504, -0.8999], [-3.7254, 4.2052, -1.2426], [-4.1119, 4.9375, -2.3576], [-3.8171, 1.9910, 0.4190], [-5.0171, 1.5248, 1.0913], [-2.9417, 2.8693, 1.2069], [-2.9583, 0.9187, -0.2674], [-3.5909, -0.3301, -0.7074], [-2.6926, -1.5235, -0.2989], [-1.9649, -2.0156, -1.1961], [-2.6983, -1.8654, 0.9140], [-6.6317, 5.6321, -4.2937], [-5.4972, 4.7109, -5.2724], [-4.9732, 6.2006, -4.4877], [-6.7016, 3.0388, -3.3876], [-6.0234, 1.7424, -1.3905], [-2.8974, 4.5232, -0.6242], [-3.5744, 5.8438, -2.6173], [-3.6950, -0.3438, -1.7984], [-4.5728, -0.4699, -0.2427], [-1.2250, -0.9743, 3.6619], [-2.2314, -0.0081, 4.1231], [-1.6152, 1.2904, 4.6332], [-1.0660, 2.0986, 3.5415], [-1.6448, -1.6100, 2.9838], [-0.9032, -1.5485, 4.4315], [-2.8647, -0.4278, 4.9176], [-2.9009, 0.2223, 3.2900], [-0.8048, 1.0497, 5.3312], [-2.3887, 1.8240, 5.2062], [-0.7340, 2.9852, 3.9022], [-1.8091, 2.3364, 2.8801], [0.3630, -2.5561, -3.0071], [0.6961, -1.0882, -1.9591], [2.3415, -0.6695, -2.7111], [-0.3739, 0.1908, -2.7495], [-1.3681, -0.1759, -3.6544], [-2.2517, 0.7564, -4.1674], [-2.1559, 2.0882, -3.7936], [-1.1692, 2.4680, -2.9043], [-0.2860, 1.5369, -2.3631], [0.9090, 2.0206, -1.0576], [2.0693, 3.0681, -2.0438], [0.0011, 3.3681, -0.1959], [0.4968, -2.3540, -4.0722], [-0.6461, -2.9026, -2.7946], [1.0689, -3.3337, -2.7086], [2.2736, -0.4681, -3.7819], [3.0120, -1.5181, -2.5536], [2.7794, 0.1934, -2.2105], [-1.4955, -1.2140, -3.9207], [-3.0383, 0.4340, -4.8381], [-2.8676, 2.8186, -4.1557], [-1.1230, 3.5037, -2.5940], [1.5311, 3.8347, -2.6036], [2.6320, 2.4535, -2.7457], [2.7757, 3.5527, -1.3666], [-0.1498, 4.2220, -0.8589], [0.5911, 3.6989, 0.6617], [-0.9716, 3.0206, 0.1646], [1.2246, -5.7988, -1.1189], [0.9448, -4.8060, -0.0975], [-0.4613, -4.4554, 0.0530], [1.7985, -4.6225, 0.9379], [1.2726, -4.3641, 2.5064], [3.1263, -4.6615, 0.6072], [3.5907, -4.0166, -0.6095], [4.1368, -4.7435, 1.6466], [0.4718, -6.5909, -1.0589], [2.2048, -6.2422, -0.9606], [1.1823, -5.3711, -2.1234], [-0.9228, -4.4741, -0.9311], [-0.5578, -3.4396, 0.4217], [-0.9729, -5.1451, 0.7279], [2.7458, -3.6055, -1.1598], [4.1358, -4.7111, -1.2558], [4.2591, -3.1920, -0.3426], [3.8246, -5.4485, 2.4128], [4.3123, -3.7671, 2.1070], [5.0610, -5.0968, 1.1834], [2.6790, -0.9837, 1.5802], [4.0156, -1.3326, 2.0816], [4.9436, -0.2760, 1.6849], [4.5480, 1.0406, 2.1889], [3.2000, 1.3223, 1.6760], [2.2313, 0.3136, 2.0879], [2.2010, 0.2610, 3.5476], [3.5211, -0.0651, 4.1055], [3.9411, -1.3534, 3.5463], [4.4654, 0.9538, 3.6495], [1.9761, -1.7618, 1.8895], [2.6995, -0.9417, 0.4871], [4.9868, -0.2353, 0.5929], [5.9401, -0.5154, 2.0687], [3.2335, 1.3529, 0.5851], [2.8767, 2.2988, 2.0467], [1.4753, -0.4939, 3.8534], [1.8712, 1.2299, 3.9295], [3.2273, -2.1251, 3.8435], [4.9278, -1.6053, 3.9475], [5.4590, 0.7202, 4.0435], [4.1522, 1.9249, 4.0413]], "lowdin_charge": [0.803, -0.064, -0.302, -0.052, -0.051, -0.252, -0.068, -0.059, 0.495, -0.333, -0.395, -0.322, -0.214, -0.763, -0.105, -0.142, 0.074, 0.075, 0.067, 0.109, 0.112, 0.100, 0.105, 0.095, 0.102, -0.070, -0.281, -0.287, -0.023, 0.026, 0.070, 0.109, 0.106, 0.102, 0.104, 0.065, 0.018, -0.293, 0.896, -0.296, -0.382, -0.097, -0.076, -0.074, -0.098, -0.394, 0.852, -0.279, -0.283, 0.046, 0.020, 0.003, 0.042, 0.018, -0.008, 0.090, 0.102, 0.096, 0.089, 0.035, 0.023, 0.032, 0.033, 0.039, -0.001, -0.058, -0.212, -0.087, -0.800, 0.663, -0.215, -0.062, -0.106, 0.094, 0.084, 0.073, 0.081, 0.059, 0.084, 0.062, 0.088, 0.085, 0.062, 0.059, 0.085, -0.190, -0.090, -0.183, -0.085, -0.196, -0.112, -0.174, -0.082, -0.182, -0.185, 0.080, 0.104, 0.123, 0.121, 0.090, 0.126, 0.113, 0.121, 0.110, 0.123, 0.119, 0.122], "total_energy_ha": -3550.5984, "homo_energy_ev": -4.8, "e_above_lowest_kcal_mol": 0.0, "charge": -1, "orbital_gap_ev": 6.9, "e_lumo_ha": 0.075}

{"formula": "C35H72O19PS", "method": "the ωB97M-V functional and the def2-TZVPD basis", "species": ["C", "O", "C", "C", "C", "C", "C", "C", "C", "C", "C", "C", "C", "C", "C", "C", "C", "C", "C", "S", "O", "O", "O", "P", "C", "C", "H", "H", "H", "H", "H", "H", "H", "H", "H", "H", "H", "H", "H", "H", "H", "H", "H", "H", "H", "H", "H", "H", "H", "H", "H", "H", "H", "H", "H", "H", "H", "H", "H", "H", "H", "H", "H", "H", "H", "H", "H", "H", "C", "O", "C", "O", "O", "C", "H", "H", "H", "H", "H", "H", "C", "O", "C", "O", "O", "C", "H", "H", "H", "H", "H", "H", "C", "O", "C", "O", "O", "C", "H", "H", "H", "H", "H", "H", "C", "O", "C", "O", "O", "C", "H", "H", "H", "H", "H", "H", "C", "O", "C", "O", "O", "C", "H", "H", "H", "H", "H", "H"], "xyz": [[9.7148, -1.5162, 1.5790], [8.3910, -1.6967, 1.1202], [8.3661, -2.1827, -0.2203], [6.9416, -2.1583, -0.7394], [6.4159, -0.7475, -1.0967], [5.4568, -0.1367, -0.0491], [4.2249, 0.5330, -0.6902], [3.6187, 1.6741, 0.1586], [2.1723, 1.3959, 0.5902], [1.1173, 1.7270, -0.4901], [0.0501, 2.7239, -0.0319], [-1.1610, 2.0456, 0.6402], [-2.4131, 1.9623, -0.2596], [-3.2472, 0.7007, -0.0199], [-4.2317, 0.3694, -1.1439], [-5.0708, -0.8356, -0.6891], [-6.5121, -0.4490, -0.3011], [-7.4262, -1.6622, -0.0174], [-7.8994, -1.8573, 1.4290], [-6.7786, -2.6202, 2.5635], [-7.3292, -2.4853, 3.8842], [-5.4247, -2.2129, 2.3449], [-6.9466, -4.1674, 2.1930], [-3.3220, 0.0790, -2.6865], [-1.6426, -0.7581, -2.4199], [-4.2436, -1.1864, -3.6605], [10.0655, -0.5011, 1.3608], [10.3963, -2.2517, 1.1367], [9.7258, -1.6524, 2.6635], [8.7518, -3.2132, -0.2285], [9.0370, -1.5749, -0.8433], [6.8962, -2.7952, -1.6278], [6.2866, -2.6193, 0.0080], [7.2838, -0.0863, -1.1915], [5.9089, -0.8112, -2.0632], [5.1097, -0.9453, 0.5990], [5.9865, 0.6118, 0.5442], [4.5594, 0.9474, -1.6487], [3.4687, -0.2291, -0.9003], [3.6973, 2.6296, -0.3714], [4.2238, 1.7723, 1.0692], [1.9712, 1.9406, 1.5187], [2.1122, 0.3244, 0.8141], [0.6478, 0.8033, -0.8402], [1.6451, 2.1481, -1.3558], [0.4975, 3.4743, 0.6322], [-0.3173, 3.2673, -0.9102], [-1.4334, 2.6422, 1.5211], [-0.8954, 1.0518, 1.0173], [-3.0355, 2.8442, -0.0782], [-2.0844, 1.9940, -1.3051], [-2.5704, -0.1524, 0.1914], [-3.8460, 0.8523, 0.8915], [-4.6122, -1.3214, 0.1919], [-5.1595, -1.6157, -1.4540], [-6.5377, 0.2868, 0.5091], [-6.9090, 0.0584, -1.1864], [-8.3498, -1.5150, -0.5890], [-6.9671, -2.5715, -0.4304], [-8.7705, -2.5201, 1.4239], [-8.2073, -0.9108, 1.8756], [-6.7303, -4.2958, 1.2589], [-1.4094, -0.9630, -1.3690], [-0.8760, -0.0822, -2.8076], [-1.5505, -1.7122, -2.9580], [-4.2266, -2.2020, -3.2385], [-3.8193, -1.2401, -4.6659], [-5.2880, -0.8666, -3.7267], [-11.6363, 3.3030, -1.7085], [-11.5159, 3.5483, -0.3044], [-10.7730, 2.6446, 0.3371], [-10.2428, 1.6912, -0.1646], [-10.7219, 2.9824, 1.6247], [-9.9393, 2.0899, 2.4254], [-12.2572, 4.1053, -2.0962], [-10.6588, 3.3232, -2.1863], [-12.1128, 2.3414, -1.8903], [-8.9046, 2.0753, 2.0880], [-10.3545, 1.0842, 2.3904], [-9.9885, 2.4711, 3.4408], [3.6545, 1.0425, 5.9955], [4.1722, 0.7588, 4.6951], [5.0105, -0.2773, 4.6495], [5.3471, -0.9469, 5.5923], [5.4021, -0.4378, 3.3928], [6.3083, -1.5262, 3.1715], [2.9966, 1.8973, 5.8712], [3.0904, 0.1938, 6.3777], [4.4603, 1.2885, 6.6851], [5.8413, -2.4680, 3.4602], [7.2268, -1.3801, 3.7373], [6.5367, -1.5361, 2.1152], [2.3977, 6.0210, 1.7465], [2.2784, 6.1368, 0.3266], [1.7935, 7.3016, -0.0887], [1.4690, 8.2251, 0.6119], [1.7279, 7.2752, -1.4188], [1.2043, 8.4674, -2.0056], [2.7916, 5.0276, 1.9413], [3.0813, 6.7739, 2.1353], [1.4238, 6.1220, 2.2217], [1.8303, 9.3237, -1.7601], [0.1862, 8.6466, -1.6656], [1.2114, 8.2958, -3.0777], [4.3841, -2.5016, -6.1028], [3.9332, -3.8521, -5.9550], [4.2190, -4.3958, -4.7754], [4.8141, -3.8592, -3.8784], [3.7324, -5.6349, -4.7549], [3.9569, -6.3318, -3.5262], [4.0818, -2.1977, -7.1001], [3.9154, -1.8586, -5.3606], [5.4671, -2.4473, -6.0076], [3.4771, -5.8130, -2.6987], [5.0232, -6.4304, -3.3306], [3.5102, -7.3125, -3.6574], [-2.3288, -2.8753, 0.8876], [-0.9876, -2.3645, 0.8681], [-0.0346, -3.2511, 1.0928], [-0.1748, -4.4286, 1.3124], [1.1404, -2.6138, 1.0346], [2.2829, -3.4339, 1.2588], [-2.9731, -2.0249, 0.6885], [-2.4546, -3.6302, 0.1132], [-2.5601, -3.2969, 1.8638], [2.3500, -4.2185, 0.5060], [2.2514, -3.8795, 2.2523], [3.1415, -2.7712, 1.1788]], "lowdin_charge": [-0.107, -0.228, -0.240, -0.170, -0.177, -0.202, -0.196, -0.207, -0.202, -0.196, -0.210, -0.206, -0.232, -0.326, -0.505, -0.317, -0.209, -0.218, -0.249, 0.585, -0.293, -0.264, -0.161, 0.795, -0.314, -0.372, 0.090, 0.085, 0.084, 0.121, 0.122, 0.108, 0.108, 0.109, 0.101, 0.084, 0.110, 0.103, 0.114, 0.105, 0.095, 0.102, 0.099, 0.100, 0.105, 0.089, 0.103, 0.098, 0.103, 0.105, 0.067, 0.059, 0.106, 0.056, 0.065, 0.105, 0.095, 0.105, 0.105, 0.103, 0.100, 0.087, -0.004, -0.005, 0.009, 0.015, 0.009, 0.020, -0.042, 0.001, -0.627, 0.126, 0.003, -0.037, 0.090, 0.100, 0.095, 0.099, 0.094, 0.093, -0.042, 0.002, -0.627, 0.118, 0.005, -0.027, 0.093, 0.098, 0.094, 0.105, 0.097, 0.047, -0.038, 0.003, -0.627, 0.119, 0.006, -0.043, 0.089, 0.095, 0.099, 0.094, 0.098, 0.092, -0.035, 0.007, -0.628, 0.116, 0.006, -0.037, 0.092, 0.100, 0.095, 0.096, 0.095, 0.093, -0.019, -0.001, -0.624, 0.114, -0.007, -0.044, 0.050, 0.104, 0.099, 0.093, 0.096, 0.079], "total_energy_ha": -3545.8468, "homo_energy_ev": -1.8, "charge": -1, "orbital_gap_ev": 3.8, "e_lumo_ha": 0.072}

{"formula": "C2H8NO2P", "method": "the ωB97M-V functional and the def2-TZVPD basis", "species": ["C", "C", "N", "O", "O", "P", "H", "H", "H", "H", "H", "H", "H", "H"], "xyz": [[2.2602, 0.4577, -0.1129], [-1.6483, -1.7172, -0.1990], [0.9468, 0.7776, 0.3827], [-1.1232, 2.0751, 0.2582], [-1.6714, -0.4326, 0.3235], [-0.4210, 0.8553, -0.5352], [2.1765, 0.1917, -1.1619], [2.9300, 1.3165, -0.0318], [2.6985, -0.3766, 0.4346], [-2.5054, -2.2562, 0.2174], [-0.7327, -2.2537, 0.0724], [-1.7408, -1.7155, -1.2898], [0.9064, 1.1148, 1.3366], [-2.0757, 1.9629, 0.3053]], "lowdin_charge": [-0.181, -0.251, -0.310, -0.290, -0.347, 0.817, 0.058, 0.074, 0.072, 0.081, 0.070, 0.065, 0.097, 0.045], "total_energy_ha": -627.4325, "homo_energy_ev": [-4.5, -9.4], "e_above_lowest_kcal_mol": 29.1, "charge": 0, "orbital_gap_ev": [5.6, 6.9], "spin_multiplicity": 3, "e_lumo_ha": [0.040, -0.093]}

Q: Which formula does entry 1 have?
A: C3H3Br2F3O

Q: charge of number 4 (C2H8NO2P)?
A: 0

Q: Look up the charge of the first one.
A: 0

What did the fourth record say?
{"formula": "C2H8NO2P", "method": "the ωB97M-V functional and the def2-TZVPD basis", "species": ["C", "C", "N", "O", "O", "P", "H", "H", "H", "H", "H", "H", "H", "H"], "xyz": [[2.2602, 0.4577, -0.1129], [-1.6483, -1.7172, -0.1990], [0.9468, 0.7776, 0.3827], [-1.1232, 2.0751, 0.2582], [-1.6714, -0.4326, 0.3235], [-0.4210, 0.8553, -0.5352], [2.1765, 0.1917, -1.1619], [2.9300, 1.3165, -0.0318], [2.6985, -0.3766, 0.4346], [-2.5054, -2.2562, 0.2174], [-0.7327, -2.2537, 0.0724], [-1.7408, -1.7155, -1.2898], [0.9064, 1.1148, 1.3366], [-2.0757, 1.9629, 0.3053]], "lowdin_charge": [-0.181, -0.251, -0.310, -0.290, -0.347, 0.817, 0.058, 0.074, 0.072, 0.081, 0.070, 0.065, 0.097, 0.045], "total_energy_ha": -627.4325, "homo_energy_ev": [-4.5, -9.4], "e_above_lowest_kcal_mol": 29.1, "charge": 0, "orbital_gap_ev": [5.6, 6.9], "spin_multiplicity": 3, "e_lumo_ha": [0.040, -0.093]}